Computed, not measured: a cluster of 12 separate species, C38H65N8O18S3 in total in a non-equilibrium geometry, with wB97M-V/def2-TZVPD.

Each line ends with the Löwdin charge.
Atoms and positions in Å:
C -2.902 6.589 -9.272  -0.320
O -2.824 5.716 -8.124  -0.234
C -1.509 5.725 -7.555  -0.239
C -1.454 4.526 -6.517  -0.092
N -2.648 4.568 -5.589  0.059
H -2.541 5.344 -4.952  0.175
H -3.467 4.801 -6.133  0.131
C -2.965 3.242 -4.839  -0.036
C -3.696 2.217 -5.821  -0.262
O -4.838 2.838 -6.348  -0.177
C -5.329 2.087 -7.425  -0.300
H -2.429 7.547 -9.060  0.062
H -3.928 6.801 -9.571  0.049
H -2.447 6.158 -10.165  0.040
H -1.161 6.672 -7.143  0.116
H -0.794 5.649 -8.374  0.093
H -0.658 4.559 -5.773  0.136
H -1.469 3.564 -7.030  0.095
H -3.512 3.564 -3.953  0.131
H -2.055 2.856 -4.380  0.126
H -3.991 1.310 -5.294  0.107
H -3.014 1.852 -6.589  0.086
H -5.058 2.476 -8.406  0.044
H -6.412 1.979 -7.482  0.070
H -5.028 1.047 -7.552  0.053
C -0.395 -1.839 -0.793  -0.148
O -0.783 -0.656 -0.215  -0.207
C -1.118 -0.684 1.202  -0.143
C 0.131 -0.847 2.069  -0.041
N 1.104 0.402 2.119  0.112
H 0.552 1.243 2.025  0.178
H 1.639 0.384 2.975  0.179
C 2.113 0.650 1.021  -0.069
C 3.239 -0.342 1.055  -0.183
O 2.718 -1.621 0.702  -0.183
C 3.737 -2.408 0.210  -0.155
H -0.605 -2.790 -0.305  0.098
H 0.642 -1.562 -0.986  0.078
H -0.848 -1.832 -1.784  0.075
H -1.854 -1.430 1.500  0.135
H -1.530 0.299 1.432  0.139
H 0.658 -1.798 1.991  0.123
H -0.245 -0.718 3.084  0.145
H 2.479 1.661 1.201  0.151
H 1.394 0.742 0.207  0.138
H 3.728 -0.497 2.017  0.141
H 4.129 -0.052 0.497  0.127
H 4.158 -2.129 -0.756  0.085
H 3.309 -3.390 0.011  0.091
H 4.642 -2.623 0.778  0.091
S -3.035 4.440 5.027  0.057
O -3.951 5.342 4.366  -0.305
O -2.605 4.824 6.323  -0.346
O -3.540 3.091 5.016  -0.386
O -1.989 4.606 4.068  -0.251
S 2.513 0.482 8.024  0.081
O 1.387 -0.335 7.559  -0.467
O 3.581 -0.385 8.542  -0.513
O 3.030 1.299 6.916  -0.495
O 1.933 1.438 8.998  -0.461
S 0.440 6.526 -0.726  0.020
O -0.599 5.575 -0.439  -0.388
O 0.172 7.126 -1.975  -0.432
O 0.061 7.362 0.390  -0.373
O 1.812 6.007 -0.553  -0.466
C -2.739 -4.956 5.711  -0.067
C -3.408 -4.906 7.130  -0.786
O -4.098 -3.879 7.401  -0.122
O -3.097 -5.835 7.921  -0.148
H -1.719 -4.573 5.747  0.056
H -3.348 -4.398 5.000  0.037
H -2.813 -5.995 5.390  0.032
N 5.162 -3.689 5.716  0.032
C 4.361 -4.537 5.088  -0.135
C 5.154 -5.530 4.531  -0.144
C 6.465 -5.290 4.906  -0.163
C 6.472 -4.112 5.618  -0.144
H 4.912 -2.935 6.340  0.169
H 3.311 -4.329 5.232  0.126
H 4.832 -6.344 3.899  0.077
H 7.342 -5.876 4.675  0.076
H 7.229 -3.686 6.260  0.098
N -7.123 -5.548 -2.726  0.000
C -6.190 -4.570 -3.032  -0.118
C -5.926 -4.770 -4.368  -0.188
C -6.566 -5.875 -4.857  -0.159
C -7.300 -6.390 -3.834  -0.149
H -7.564 -5.591 -1.818  0.139
H -5.939 -3.791 -2.327  0.110
H -5.224 -4.117 -4.865  0.074
H -6.467 -6.235 -5.870  0.089
H -7.807 -7.333 -3.698  0.092
N 5.851 8.131 1.697  0.020
C 5.638 8.785 2.881  -0.142
C 6.795 9.323 3.371  -0.118
C 7.740 8.962 2.389  -0.164
C 7.185 8.184 1.373  -0.129
H 5.055 7.689 1.260  0.162
H 4.634 8.721 3.274  0.122
H 6.884 9.962 4.237  0.084
H 8.791 9.204 2.439  0.068
H 7.565 7.641 0.520  0.096
N 9.757 -0.403 1.452  0.036
C 9.876 0.755 0.765  -0.158
C 10.521 0.564 -0.433  -0.127
C 10.904 -0.782 -0.482  -0.127
C 10.402 -1.316 0.676  -0.177
H 9.148 -0.500 2.251  0.163
H 9.368 1.612 1.182  0.113
H 10.674 1.195 -1.296  0.088
H 11.390 -1.279 -1.309  0.087
H 10.430 -2.357 0.961  0.100
N -7.084 0.406 2.334  0.040
C -7.814 -0.734 2.726  -0.131
C -8.486 -1.208 1.643  -0.155
C -8.339 -0.256 0.599  -0.156
C -7.403 0.656 0.978  -0.125
H -6.353 0.818 2.896  0.153
H -7.849 -1.023 3.766  0.108
H -9.081 -2.109 1.656  0.077
H -8.811 -0.434 -0.356  0.075
H -6.863 1.417 0.433  0.103
N -2.345 -7.886 -1.499  0.001
C -1.635 -7.814 -0.349  -0.112
C -0.671 -8.849 -0.421  -0.130
C -0.782 -9.514 -1.627  -0.126
C -1.895 -8.920 -2.230  -0.182
H -3.024 -7.220 -1.836  0.152
H -1.770 -7.022 0.373  0.111
H 0.069 -9.076 0.333  0.087
H -0.166 -10.290 -2.055  0.084
H -2.294 -9.194 -3.196  0.094

The max |F| is 5.86 eV/Å. As for the spin multiplicity: 1. The charge is -5. For the orbital gap, the calculation gives 1.1 eV.